No. 1
The following is a quantum chemistry calculation of the molecule C3H6N2O2 in a non-equilibrium geometry, from the Open Molecules 2025 dataset.

Each line ends with the natural charge from an NBO analysis.
Element x y z (Å)
1 N -1.109 0.910 -0.954  -0.86
2 C -1.385 0.019 0.056  0.77
3 O -2.416 0.074 0.698  -0.64
4 N -0.475 -1.020 0.187  -0.65
5 C 0.962 -0.811 0.074  -0.34
6 C 1.391 0.597 0.449  0.42
7 O 2.503 1.026 0.295  -0.50
8 H -1.850 1.573 -1.107  0.42
9 H -0.345 0.803 -1.595  0.40
10 H -0.799 -1.729 0.823  0.41
11 H 1.340 -1.094 -0.912  0.21
12 H 1.449 -1.456 0.806  0.24
13 H 0.733 1.109 1.182  0.12

As for the net charge: 0. Its HOMO-LUMO gap is 10.5 eV. As for the SMILES: NC(=O)NCC=O. The energy relative to the best compared isomer or geometry (same formula, charge and spin) is 28.44 kcal/mol. For the LUMO energy, the calculation gives 0.63 eV.

No. 2
The following is a quantum chemistry calculation of a structure of composition C29H25N6O2Os in a non-equilibrium geometry, from the Open Molecules 2025 dataset.

Each line ends with the natural charge from an NBO analysis.
Element x y z (Å)
1 Os 1.267 -0.087 -0.620  1.16
2 C -1.520 -0.512 4.184  -0.12
3 C -1.690 0.498 3.238  -0.17
4 C -0.718 0.727 2.283  -0.23
5 C 0.445 -0.039 2.306  0.14
6 C 0.636 -1.036 3.268  -0.21
7 C -0.361 -1.278 4.197  -0.19
8 N 1.467 0.172 1.333  -0.24
9 C 2.734 0.409 1.789  0.05
10 C 3.097 0.759 3.117  -0.10
11 C 4.423 0.999 3.394  -0.20
12 C 5.385 0.924 2.382  -0.03
13 C 5.036 0.610 1.053  -0.22
14 C 3.723 0.383 0.789  0.22
15 N 3.194 -0.004 -0.483  -0.21
16 N 2.979 0.960 -1.392  -0.25
17 C 2.719 0.411 -2.709  0.32
18 C 3.422 0.681 -3.848  -0.22
19 C 2.933 0.099 -5.016  -0.07
20 C 1.779 -0.680 -4.991  -0.22
21 C 1.124 -0.893 -3.796  0.09
22 N 1.610 -0.359 -2.664  -0.50
23 H -2.290 -0.692 4.923  0.26
24 H -2.578 1.116 3.262  0.25
25 H -0.813 1.550 1.588  0.23
26 H 1.538 -1.637 3.256  0.24
27 H -0.230 -2.059 4.934  0.26
28 H 2.337 0.870 3.877  0.26
29 H 4.724 1.266 4.398  0.27
30 H 6.422 1.130 2.617  0.27
31 H 5.786 0.543 0.275  0.27
32 H 4.300 1.313 -3.831  0.28
33 H 3.451 0.264 -5.952  0.27
34 H 1.388 -1.122 -5.896  0.27
35 H 0.225 -1.490 -3.724  0.23
36 O -4.843 -3.173 -0.603  -0.72
37 C -3.693 -3.964 -0.449  -0.11
38 C -2.506 -3.048 -0.418  0.11
39 C -1.217 -3.549 -0.232  -0.21
40 C -0.145 -2.689 -0.242  0.06
41 N -0.317 -1.365 -0.399  -0.46
42 C -1.559 -0.861 -0.562  0.25
43 C -2.668 -1.673 -0.588  -0.22
44 C -1.563 0.600 -0.736  0.17
45 C -2.682 1.394 -0.699  -0.22
46 C -2.554 2.775 -0.858  0.12
47 C -3.761 3.660 -0.786  -0.11
48 O -4.836 2.882 -0.325  -0.72
49 C -1.283 3.305 -1.081  -0.22
50 C -0.192 2.468 -1.090  0.07
51 N -0.326 1.138 -0.911  -0.44
52 H -5.624 -3.731 -0.641  0.51
53 H -3.556 -4.673 -1.274  0.22
54 H -3.702 -4.548 0.478  0.21
55 H -1.042 -4.608 -0.093  0.26
56 H 0.872 -3.042 -0.117  0.23
57 H -3.660 -1.271 -0.743  0.28
58 H -3.662 0.970 -0.532  0.28
59 H -3.939 4.067 -1.789  0.22
60 H -3.539 4.509 -0.131  0.21
61 H -5.628 3.425 -0.253  0.51
62 H -1.136 4.366 -1.233  0.27
63 H 0.815 2.839 -1.233  0.24

As for the net charge: +3. Its HOMO-LUMO gap (spin up / spin down) is 5.7 / 5.7 eV. The energy relative to the best compared isomer or geometry (same formula, charge and spin) is 34.83 kcal/mol. For the LUMO energy (spin up / spin down), the calculation gives -11.82 / -11.82 eV.

No. 3
The following is a quantum chemistry calculation of a structure of composition ClH4NiO2 in a non-equilibrium geometry, from the Open Molecules 2025 dataset.

Each line ends with the natural charge from an NBO analysis.
Element x y z (Å)
1 Ni 3.585 3.476 2.175  1.05
2 Cl 1.983 1.431 -0.070  -0.05
3 O 0.451 -2.963 0.620  -0.93
4 H -0.445 -2.682 0.802  0.47
5 H 0.873 -2.190 0.245  0.46
6 O -2.188 0.800 -1.604  -0.92
7 H -2.878 1.018 -0.977  0.47
8 H -1.382 1.109 -1.191  0.45

As for the net charge: +1. Its HOMO-LUMO gap is 2.5 eV. For the LUMO energy, the calculation gives -11.09 eV.

No. 4
The following is a quantum chemistry calculation of a cluster of 2 separate species, C5H8NOS in total in a non-equilibrium geometry, from the Open Molecules 2025 dataset.

Each line ends with the natural charge from an NBO analysis.
Element x y z (Å)
1 C 1.058 -0.860 -0.559  -0.20
2 C 2.394 -0.725 -0.836  -0.37
3 C 1.645 0.674 1.055  -0.34
4 C 0.555 -0.014 0.502  -0.23
5 C -0.827 0.047 0.878  0.33
6 N -1.689 -0.895 0.660  -0.68
7 O -1.697 1.217 -1.050  -0.97
8 S 3.081 0.421 0.300  0.61
9 H 0.455 -1.267 -1.283  0.22
10 H 2.856 -1.412 -1.441  0.26
11 H 1.580 1.504 1.742  0.26
12 H -1.122 0.846 1.521  0.23
13 H -2.680 -0.640 0.789  0.42
14 H -1.604 2.151 -1.177  0.52
15 H -1.539 -1.796 0.077  0.45
16 H -2.468 0.748 -1.179  0.49

As for the net charge: +1. Its HOMO-LUMO gap is 8.7 eV. The energy relative to the best compared isomer or geometry (same formula, charge and spin) is 23.31 kcal/mol. For the LUMO energy, the calculation gives -4.63 eV.

No. 5
The following is a quantum chemistry calculation of a structure of composition C27H18ClIN2O6Pd, from the Open Molecules 2025 dataset.

Each line ends with the natural charge from an NBO analysis.
Element x y z (Å)
1 Pd 0.546 -0.060 0.023  1.06
2 O -5.085 -5.440 -1.444  -0.66
3 C -4.846 -4.285 -0.785  0.77
4 O -5.733 -3.748 -0.188  -0.55
5 C -3.460 -3.711 -0.869  -0.17
6 C -3.263 -2.449 -0.328  -0.13
7 C -2.025 -1.834 -0.394  -0.22
8 C -0.958 -2.474 -1.007  0.20
9 C -1.138 -3.756 -1.519  -0.26
10 C -2.378 -4.362 -1.453  -0.18
11 N 0.285 -1.768 -1.058  -0.42
12 C 1.259 -2.189 -1.747  0.18
13 C 2.604 -1.582 -1.762  0.10
14 C 3.579 -2.127 -2.582  -0.20
15 C 4.830 -1.528 -2.615  -0.17
16 C 5.049 -0.407 -1.840  -0.22
17 C 4.013 0.053 -1.030  0.06
18 N 2.830 -0.533 -0.982  -0.41
19 H -4.304 -5.735 -1.929  0.48
20 H -4.101 -1.952 0.141  0.25
21 H -1.884 -0.834 0.000  0.27
22 H -0.317 -4.315 -1.946  0.21
23 H -2.461 -5.369 -1.848  0.20
24 H 1.120 -3.051 -2.396  0.18
25 H 3.357 -3.000 -3.184  0.22
26 H 5.618 -1.927 -3.239  0.23
27 H 6.001 0.108 -1.858  0.23
28 H 4.139 0.920 -0.391  0.21
29 I -2.266 7.694 -3.176  0.13
30 C -1.774 5.755 -2.561  -0.14
31 C -0.479 5.477 -2.153  -0.25
32 C -0.159 4.187 -1.750  -0.16
33 C -1.131 3.198 -1.727  -0.14
34 C -2.425 3.493 -2.134  -0.15
35 C -2.751 4.770 -2.565  -0.25
36 C -0.806 1.843 -1.182  0.76
37 O -1.547 1.401 -0.303  -0.69
38 O 0.262 1.227 -1.583  -0.71
39 H 0.275 6.253 -2.150  0.22
40 H 0.851 3.951 -1.443  0.23
41 H -3.183 2.721 -2.102  0.23
42 H -3.757 4.995 -2.889  0.23
43 Cl 1.416 1.310 8.246  0.01
44 C 1.273 1.035 6.538  -0.01
45 C 1.348 2.113 5.669  -0.24
46 C 1.228 1.889 4.307  -0.17
47 C 1.041 0.600 3.826  -0.11
48 C 0.967 -0.471 4.709  -0.17
49 C 1.082 -0.257 6.072  -0.24
50 C 0.919 0.371 2.369  0.75
51 O 0.924 1.335 1.553  -0.65
52 O 0.807 -0.817 1.908  -0.67
53 H 1.497 3.110 6.057  0.23
54 H 1.273 2.713 3.607  0.24
55 H 0.815 -1.467 4.316  0.24
56 H 1.026 -1.080 6.771  0.23

As for the net charge: 0. Its HOMO-LUMO gap (spin up / spin down) is 6.7 / 6.7 eV. The energy relative to the best compared isomer or geometry (same formula, charge and spin) is 0.00 kcal/mol. For the LUMO energy (spin up / spin down), the calculation gives -1.41 / -1.41 eV.

No. 6
The following is a quantum chemistry calculation of a structure of composition C21H16Cl2IrN6O2S in a non-equilibrium geometry, from the Open Molecules 2025 dataset.

Each line ends with the Löwdin spin population.
Element x y z (Å)
1 Ir -0.038 0.047 -0.047  0.06
2 Cl -2.119 -6.746 0.311  0.06
3 C -2.115 -5.059 0.109  0.13
4 C -0.969 -4.334 0.393  -0.01
5 C -0.930 -2.942 0.224  0.14
6 N 0.121 -2.149 0.488  0.10
7 C 1.324 -2.595 0.982  0.02
8 O 1.506 -3.607 1.613  0.04
9 C 2.442 -1.697 0.539  0.00
10 C 3.746 -2.167 0.618  0.00
11 C 4.763 -1.429 0.033  0.00
12 C 4.424 -0.262 -0.635  0.00
13 C 3.102 0.153 -0.640  0.00
14 N 2.127 -0.532 -0.048  0.00
15 C -2.083 -2.282 -0.361  0.14
16 C -3.254 -3.025 -0.583  -0.01
17 C -3.289 -4.390 -0.342  0.12
18 Cl -4.727 -5.255 -0.587  0.05
19 N -1.946 -0.965 -0.573  0.11
20 C -2.953 -0.137 -1.011  0.02
21 O -3.884 -0.446 -1.714  0.05
22 C -2.794 1.233 -0.421  0.00
23 C -3.784 2.184 -0.624  0.00
24 C -3.698 3.389 0.055  0.00
25 C -2.662 3.571 0.957  0.00
26 C -1.708 2.573 1.090  0.00
27 N -1.749 1.445 0.391  0.00
28 H -0.093 -4.853 0.758  0.00
29 H 3.926 -3.112 1.108  0.00
30 H 5.786 -1.768 0.075  0.00
31 H 5.169 0.322 -1.151  0.00
32 H 2.818 1.064 -1.147  0.00
33 H -4.144 -2.529 -0.943  0.00
34 H -4.596 1.944 -1.294  0.00
35 H -4.439 4.157 -0.094  0.00
36 H -2.590 4.465 1.557  0.00
37 H -0.892 2.679 1.789  0.00
38 S 0.896 2.724 -0.661  -0.01
39 C 2.090 3.892 -0.327  0.00
40 N 2.522 4.254 0.876  0.00
41 C 3.408 5.411 0.810  0.00
42 C 3.465 5.710 -0.701  0.00
43 N 2.649 4.646 -1.266  0.00
44 H 2.270 3.814 1.744  0.00
45 H 4.390 5.168 1.222  0.00
46 H 2.988 6.243 1.379  0.00
47 H 4.482 5.671 -1.095  0.00
48 H 3.037 6.685 -0.945  0.00
49 H 2.432 4.591 -2.247  0.00

As for the net charge: +2. As for the multiplicity: 2. Its HOMO-LUMO gap (spin up / spin down) is 5.4 / 6.1 eV. The energy relative to the best compared isomer or geometry (same formula, charge and spin) is 67.41 kcal/mol. For the LUMO energy (spin up / spin down), the calculation gives -8.22 / -8.21 eV.

no.,calculated total energy (hartree)
1,-377.91402
2,-1688.80900
3,-2120.80468
4,-723.21821
5,-2486.46441
6,-2711.19071